Density functional theory data (ωB97M-V/def2-TZVPD) for a molecular structure, C18H48BrF6N4O12S2V at a distorted geometry.

The geometry in ORCA input format:
```
! RIJCOSX wB97M-V def2-TZVPD def2/J DEFGRID3
* xyz 2 1
O -0.93347 -0.31593 0.92400
V -0.52375 0.76784 -0.19378
O 0.91166 0.28582 -0.72648
C 5.76475 -0.34555 -7.15384
C 4.71812 -1.42715 -7.50116
C 4.32881 -2.32350 -6.30412
O 3.21781 -3.24738 -6.56288
C 2.50405 -3.64623 -5.38141
N 3.51049 -0.77585 -8.13960
H 3.01824 -0.18521 -7.48468
H 3.76332 -0.11522 -8.86055
H 2.82216 -1.45591 -8.42909
H 6.51999 -0.76267 -6.48772
H 5.35148 0.51083 -6.62098
H 6.14307 0.15346 -8.04601
H 5.07109 -2.16094 -8.22579
H 3.99901 -1.69328 -5.47820
H 5.16289 -2.88709 -5.88605
H 3.00631 -4.52912 -4.98604
H 1.43995 -3.84764 -5.50476
H 2.54059 -2.89187 -4.59548
C -3.36690 2.91995 7.65800
C -3.89523 1.58286 7.11860
C -3.65576 0.52431 8.14443
O -4.09824 -0.71558 7.77020
C -4.61639 -1.46412 8.87488
N -5.33895 1.62816 6.73433
H -5.77111 0.86553 7.23606
H -5.81275 2.44043 7.10285
H -5.55387 1.67643 5.74864
H -3.66319 3.11388 8.68888
H -3.49339 3.85440 7.11128
H -2.27969 2.96114 7.72431
H -3.41027 1.24748 6.20184
H -4.22386 0.93847 8.97740
H -2.66696 0.50139 8.60250
H -5.07323 -2.44328 8.73116
H -5.40615 -0.87792 9.34471
H -3.87258 -1.63426 9.65327
C 10.71993 -2.97329 -1.25454
C 10.49894 -1.62414 -0.57293
C 9.12400 -1.12038 -0.84255
O 8.90151 0.09179 -0.19486
C 7.54169 0.49345 -0.26167
N 10.70513 -1.77165 0.97067
H 10.55302 -0.90603 1.46834
H 10.02427 -2.41270 1.35224
H 11.65179 -1.99812 1.24017
H 9.91868 -3.66177 -0.98599
H 11.58058 -3.56046 -0.93417
H 10.80225 -2.81836 -2.33032
H 11.32149 -0.95358 -0.82166
H 8.39380 -1.84678 -0.48580
H 8.92186 -1.14328 -1.91339
H 7.37270 1.09304 -1.15612
H 7.25616 1.05652 0.62688
H 6.88334 -0.37319 -0.32190
C -5.96586 -4.49582 2.46717
C -7.26441 -4.15827 1.71673
C -7.31472 -2.60797 1.47694
O -8.65395 -2.46030 1.04848
C -8.95530 -1.38448 0.19396
N -7.12006 -4.85662 0.36523
H -6.94364 -5.84338 0.48884
H -8.00928 -4.74868 -0.10140
H -6.37767 -4.40122 -0.14621
H -5.87125 -5.56067 2.67991
H -5.96459 -3.82352 3.32514
H -5.13565 -4.12257 1.86757
H -8.08715 -4.61712 2.26504
H -6.51965 -2.23980 0.82853
H -7.09164 -2.08501 2.40691
H -8.57763 -0.48437 0.67901
H -10.02766 -1.33232 0.00577
H -8.29005 -1.43116 -0.66822
C 0.87997 6.57172 -4.99831
F 0.81783 7.18189 -6.16797
F 2.14013 6.24335 -4.70285
F 0.47807 7.37490 -4.01437
S -0.15902 4.89237 -5.19392
O 0.64947 4.15314 -6.11330
O -0.21184 4.30326 -3.86919
O -1.50659 5.20474 -5.70360
C -4.65287 6.96880 0.53992
F -4.17926 7.12232 1.73168
F -5.64418 7.85337 0.34218
F -3.70350 7.13996 -0.47055
S -5.37828 5.19116 0.43251
O -4.20856 4.23361 0.40077
O -6.33092 4.99006 1.56637
O -6.15688 5.19819 -0.77997
Br 1.02744 4.23267 2.74005
*
```

The calculation puts the lowest unoccupied orbital energy at -6.4 eV. The calculation puts the energy above the lowest of the compared OMol25 structures with the same formula, charge and spin at 1422.2 kJ/mol. Its maximum force is 3.47 eV Å⁻¹. The value obtained for the total energy is -183652.707 eV.

Taken from the Löwdin analysis, the atomic charges in e are: atom 1 (O): -0.36, atom 2 (V): 1.16, atom 3 (O): -0.33, atom 4 (C): -0.02, atom 5 (C): -0.28, atom 6 (C): -0.16, atom 7 (O): -0.19, atom 8 (C): -0.08, atom 9 (N): 0.25, atom 10 (H): 0.18, atom 11 (H): 0.18, atom 12 (H): 0.17, atom 13 (H): 0.09, atom 14 (H): 0.10, atom 15 (H): 0.09, atom 16 (H): 0.16, atom 17 (H): 0.12, atom 18 (H): 0.14, atom 19 (H): 0.09, atom 20 (H): 0.09, atom 21 (H): 0.08, atom 22 (C): -0.02, atom 23 (C): -0.30, atom 24 (C): -0.26, atom 25 (O): -0.15, atom 26 (C): -0.07, atom 27 (N): 0.26, atom 28 (H): 0.16, atom 29 (H): 0.17, atom 30 (H): 0.18, atom 31 (H): 0.09, atom 32 (H): 0.10, atom 33 (H): 0.10, atom 34 (H): 0.16, atom 35 (H): 0.13, atom 36 (H): 0.16, atom 37 (H): 0.10, atom 38 (H): 0.09, atom 39 (H): 0.10, atom 40 (C): -0.03, atom 41 (C): -0.27, atom 42 (C): -0.24, atom 43 (O): -0.16, atom 44 (C): -0.06, atom 45 (N): 0.25, atom 46 (H): 0.16, atom 47 (H): 0.17, atom 48 (H): 0.17, atom 49 (H): 0.09, atom 50 (H): 0.09, atom 51 (H): 0.10, atom 52 (H): 0.16, atom 53 (H): 0.13, atom 54 (H): 0.15, atom 55 (H): 0.10, atom 56 (H): 0.10, atom 57 (H): 0.09, atom 58 (C): -0.04, atom 59 (C): -0.27, atom 60 (C): -0.17, atom 61 (O): -0.20, atom 62 (C): -0.07, atom 63 (N): 0.24, atom 64 (H): 0.17, atom 65 (H): 0.17, atom 66 (H): 0.17, atom 67 (H): 0.10, atom 68 (H): 0.09, atom 69 (H): 0.09, atom 70 (H): 0.16, atom 71 (H): 0.14, atom 72 (H): 0.13, atom 73 (H): 0.10, atom 74 (H): 0.11, atom 75 (H): 0.09, atom 76 (C): -0.66, atom 77 (F): 0.13, atom 78 (F): 0.10, atom 79 (F): 0.13, atom 80 (S): 0.44, atom 81 (O): -0.38, atom 82 (O): -0.39, atom 83 (O): -0.36, atom 84 (C): -0.64, atom 85 (F): 0.15, atom 86 (F): 0.12, atom 87 (F): 0.08, atom 88 (S): 0.49, atom 89 (O): -0.43, atom 90 (O): -0.41, atom 91 (O): -0.36, atom 92 (Br): -0.48

***

Density functional theory data (ωB97M-V/def2-TZVPD) for 3 unconnected molecules or ions with the total composition C18H48ClN8O5P3 at a distorted geometry.

The geometry in ORCA input format:
```
! RIJCOSX wB97M-V def2-TZVPD def2/J DEFGRID3
* xyz 0 1
N 6.02938 2.19431 -2.48254
P 4.58693 1.49462 -2.85560
C 4.44824 -0.06912 -1.76874
Cl 4.72246 0.37183 0.03773
O 5.47198 -0.96065 -2.40807
C 4.70340 -1.46638 -3.59356
O 5.01872 -1.43988 -4.89309
O 3.39774 -1.99517 -3.07906
C 3.16949 -1.08219 -1.92463
C 1.64787 -0.55212 -1.61421
C 0.81022 -0.08915 -2.94526
C 0.92013 1.50313 -3.31951
N 0.72120 2.45194 -2.15719
H 6.52768 1.63864 -1.75233
H 3.57650 2.49057 -2.59677
H 4.64772 1.23473 -4.28407
H 3.34634 -1.82818 -1.01025
H 1.05944 -1.48841 -1.16376
H 1.64335 0.25189 -0.73460
H -0.33374 -0.35940 -2.80245
H 1.17331 -0.73350 -3.87535
H 0.03059 1.72658 -4.08195
H 1.90962 1.68262 -3.93528
H 1.55538 3.06331 -2.01557
H 0.41916 1.97001 -1.28239
C -1.92149 5.05757 2.44875
N -1.26862 3.82677 2.88032
C -2.25127 2.99058 3.58240
P 0.35649 3.62221 3.43446
O 0.43459 2.20388 2.81844
N 1.41173 4.26271 2.20666
C 1.03293 5.28638 1.24617
C 2.28325 3.30183 1.50411
N 0.26669 5.25279 4.14266
C 1.60031 5.82044 4.47738
C -0.45349 5.26824 5.43634
H -2.12775 5.74758 3.26888
H -2.88532 4.84230 1.97315
H -1.36925 5.59841 1.68345
H -2.41794 3.32629 4.60851
H -1.91631 1.94994 3.62933
H -3.22154 2.97563 3.07481
H 0.32367 4.90787 0.50385
H 1.91144 5.65843 0.70378
H 0.62517 6.17545 1.73400
H 1.72770 2.73337 0.75341
H 2.74970 2.60279 2.20709
H 3.11179 3.81025 0.99581
H 2.15560 5.15193 5.14522
H 1.49899 6.79857 4.96315
H 2.22100 6.01178 3.59978
H -0.03949 4.52642 6.12838
H -1.51848 5.07124 5.32032
H -0.39862 6.25582 5.91059
C -4.17963 -5.46534 -2.21568
N -2.89838 -4.80325 -2.43339
C -2.38173 -5.19348 -3.75191
P -1.66899 -4.45525 -1.26831
O -1.27183 -3.15579 -2.01055
N -2.41078 -3.54706 0.01863
C -3.82269 -3.60484 0.36081
C -1.97390 -2.14844 0.19010
N -2.12558 -5.94917 -0.41500
C -1.61128 -6.00789 0.97958
C -1.55400 -7.15924 -1.04866
H -4.08499 -6.53402 -2.01511
H -4.82335 -5.36993 -3.09774
H -4.76837 -5.02259 -1.41535
H -1.92769 -6.18698 -3.73765
H -1.61765 -4.48987 -4.09607
H -3.16253 -5.19481 -4.51978
H -4.44732 -3.12561 -0.39915
H -4.01534 -3.09733 1.31459
H -4.16148 -4.62990 0.53163
H -2.42941 -1.49310 -0.55716
H -0.88376 -2.06280 0.12191
H -2.24132 -1.76421 1.18216
H -0.52289 -5.88086 1.00272
H -1.86390 -6.96581 1.45024
H -2.05252 -5.25425 1.63484
H -0.47109 -7.06092 -1.18384
H -2.00227 -7.37030 -2.01871
H -1.74994 -8.05446 -0.44581
*
```

As for the SMILES: N=[PH2][C@]1(Cl)OC(=O)O[C@@H]1CCCN.CN(C)P(=O)(N(C)C)N(C)C.CN(C)P(=O)(N(C)C)N(C)C. The calculation puts the lowest unoccupied orbital energy at -1.2 eV. Its maximum force is 9.77 eV Å⁻¹. The value obtained for the total energy is -81979.763 eV.

Taken from the Löwdin analysis, the atomic charges in e are: atom 1 (N): -0.35, atom 2 (P): 0.77, atom 3 (C): -0.76, atom 4 (Cl): 0.62, atom 5 (O): -0.08, atom 6 (C): -0.25, atom 7 (O): 0.05, atom 8 (O): -0.01, atom 9 (C): -0.28, atom 10 (C): -0.12, atom 11 (C): -0.18, atom 12 (C): -0.29, atom 13 (N): -0.04, atom 14 (H): -0.05, atom 15 (H): 0.00, atom 16 (H): 0.04, atom 17 (H): 0.16, atom 18 (H): 0.11, atom 19 (H): 0.12, atom 20 (H): 0.12, atom 21 (H): 0.13, atom 22 (H): 0.12, atom 23 (H): 0.08, atom 24 (H): 0.04, atom 25 (H): 0.06, atom 26 (C): -0.14, atom 27 (N): -0.31, atom 28 (C): -0.15, atom 29 (P): 0.78, atom 30 (O): -0.32, atom 31 (N): -0.33, atom 32 (C): -0.15, atom 33 (C): -0.15, atom 34 (N): -0.27, atom 35 (C): -0.14, atom 36 (C): -0.14, atom 37 (H): 0.07, atom 38 (H): 0.08, atom 39 (H): 0.05, atom 40 (H): 0.06, atom 41 (H): 0.07, atom 42 (H): 0.08, atom 43 (H): 0.08, atom 44 (H): 0.08, atom 45 (H): 0.07, atom 46 (H): 0.06, atom 47 (H): 0.07, atom 48 (H): 0.08, atom 49 (H): 0.09, atom 50 (H): 0.08, atom 51 (H): 0.07, atom 52 (H): 0.09, atom 53 (H): 0.06, atom 54 (H): 0.09, atom 55 (C): -0.14, atom 56 (N): -0.31, atom 57 (C): -0.14, atom 58 (P): 0.78, atom 59 (O): -0.33, atom 60 (N): -0.33, atom 61 (C): -0.15, atom 62 (C): -0.14, atom 63 (N): -0.27, atom 64 (C): -0.14, atom 65 (C): -0.14, atom 66 (H): 0.07, atom 67 (H): 0.08, atom 68 (H): 0.05, atom 69 (H): 0.06, atom 70 (H): 0.07, atom 71 (H): 0.08, atom 72 (H): 0.08, atom 73 (H): 0.08, atom 74 (H): 0.07, atom 75 (H): 0.08, atom 76 (H): 0.06, atom 77 (H): 0.08, atom 78 (H): 0.09, atom 79 (H): 0.08, atom 80 (H): 0.07, atom 81 (H): 0.09, atom 82 (H): 0.06, atom 83 (H): 0.09